1.
A cluster of 2 separate species, C27H56Br2IN2O9 in total. Source: the Open Molecules 2025 dataset; level of theory: ωB97M-V/def2-TZVPD.

Geometry as XYZ:
```
97
Properties=species:S:1:pos:R:3:lowdin_charge:R:1
C -6.424 0.489 -2.617 -0.063
C -5.106 0.907 -1.960 -0.274
O -5.265 1.159 -0.569 -0.162
C -5.170 0.015 0.257 -0.232
C -4.461 0.382 1.553 -0.170
C -4.366 -0.830 2.495 -0.183
C -3.068 -1.627 2.293 -0.218
C -1.862 -0.847 2.773 -0.223
C -0.529 -1.312 2.222 -0.675
Br -0.180 -3.183 2.829 0.736
O 0.438 -0.454 2.693 -0.139
C 1.520 -0.134 1.823 -0.424
C 2.257 -1.374 1.350 -0.036
C 2.451 0.677 2.724 -0.189
N 3.780 0.908 2.148 0.026
C 0.928 0.718 0.636 -0.215
C 1.318 0.258 -0.758 -0.167
O 0.708 -0.963 -1.114 -0.119
C 0.921 -1.291 -2.485 -0.173
C -0.279 -1.897 -3.135 -0.205
O -0.481 -3.197 -2.640 -0.123
C -1.498 -3.878 -3.340 -0.187
C -2.097 -4.989 -2.483 -0.193
O -1.130 -5.618 -1.681 -0.140
C -1.115 -5.186 -0.324 -0.281
C -2.192 -5.864 0.507 -0.074
O 1.398 2.070 0.661 -0.129
C 0.470 3.094 0.874 -0.701
Br -0.542 2.839 2.565 0.911
C -0.516 3.114 -0.293 -0.201
O -1.726 3.751 0.030 -0.177
O -2.722 3.017 -0.695 -0.013
C 1.333 4.375 1.023 -0.291
C 0.711 5.683 0.567 -0.724
C -0.354 6.267 1.504 -0.159
I 2.385 7.087 0.473 0.810
H -7.214 0.992 -2.068 0.080
H -6.562 -0.586 -2.591 0.070
H -6.451 0.864 -3.638 0.071
H -4.331 0.154 -2.115 0.107
H -4.762 1.844 -2.393 0.107
H -6.159 -0.378 0.505 0.127
H -4.589 -0.770 -0.233 0.119
H -4.991 1.203 2.031 0.119
H -3.479 0.754 1.264 0.096
H -5.227 -1.471 2.322 0.109
H -4.382 -0.502 3.532 0.113
H -3.156 -2.567 2.832 0.097
H -2.959 -1.907 1.240 0.111
H -1.931 0.206 2.517 0.070
H -1.783 -0.916 3.858 0.127
H -0.537 -1.398 1.137 0.097
H 3.102 -1.107 0.728 0.064
H 1.634 -2.051 0.772 0.069
H 2.650 -1.915 2.206 0.092
H 2.582 0.053 3.606 0.132
H 1.959 1.584 3.066 0.085
H 4.243 1.590 2.738 0.075
H 3.706 1.348 1.237 0.047
H -0.158 0.661 0.679 0.135
H 2.407 0.221 -0.867 0.128
H 0.966 1.044 -1.433 0.127
H 1.227 -0.408 -3.043 0.123
H 1.719 -2.039 -2.540 0.136
H -0.074 -1.956 -4.212 0.134
H -1.160 -1.258 -3.002 0.134
H -1.114 -4.313 -4.267 0.128
H -2.300 -3.186 -3.610 0.122
H -2.511 -5.745 -3.148 0.128
H -2.933 -4.599 -1.900 0.119
H -1.273 -4.105 -0.306 0.098
H -0.135 -5.414 0.081 0.112
H -3.170 -5.427 0.316 0.067
H -2.240 -6.920 0.254 0.080
H -1.981 -5.751 1.567 0.057
H -0.021 3.625 -1.124 0.142
H -0.753 2.110 -0.636 0.119
H -3.524 3.525 -0.506 0.114
H 1.580 4.470 2.075 0.093
H 2.261 4.162 0.498 0.089
H 0.356 5.656 -0.454 0.062
H -0.165 7.320 1.678 0.034
H -0.348 5.784 2.473 0.053
H -1.336 6.216 1.047 0.076
C 8.006 2.245 -1.149 0.043
C 6.822 1.351 -1.036 -0.400
O 5.730 1.613 -0.670 0.194
N 7.013 -0.109 -1.441 0.090
C 6.826 -1.041 -0.262 0.044
H 7.675 3.270 -1.014 0.111
H 8.738 1.994 -0.378 0.114
H 8.476 2.141 -2.129 0.106
H 7.905 -0.268 -1.909 0.178
H 6.243 -0.293 -2.089 0.187
H 7.566 -0.799 0.495 0.114
H 6.966 -2.058 -0.617 0.110
H 5.818 -0.904 0.119 0.096
```

Properties
Electronic energy ... -198488.8759 eV
LUMO level ... -3.894 eV
Multiplicity ... 1
Charge ... +1
Gap between HOMO and LUMO ... 6.96 eV


2.
A structure of composition C27H56BrInN5O5 in a non-equilibrium geometry. Source: the Open Molecules 2025 dataset; level of theory: ωB97M-V/def2-TZVPD.

Geometry as XYZ:
```
95
Properties=species:S:1:pos:R:3:lowdin_charge:R:1
C -0.520 2.006 0.031 -0.218
C 0.642 1.475 1.005 -0.328
In 1.535 -0.530 0.326 0.783
C 0.816 -1.140 -1.723 -0.257
C 0.836 -0.006 -2.816 -0.335
O 2.131 0.132 -3.448 -0.129
C 0.652 -2.071 1.768 -0.277
C -0.378 -3.042 1.071 -0.307
C -1.799 -2.315 0.935 -0.191
C -2.749 -2.992 -0.124 -0.147
N -3.633 -2.043 -0.827 -0.147
C -3.361 -0.730 -1.186 -0.091
C -4.498 -0.101 -1.838 -0.072
C -5.520 -1.201 -1.893 -0.107
C -4.920 -2.379 -1.248 -0.118
C 3.775 -0.299 0.535 -0.339
C 4.643 -1.515 0.038 -0.736
C 4.032 -2.329 -1.159 -0.192
Br 6.373 -0.719 -0.681 0.532
H -0.795 1.168 -0.660 0.005
H -0.182 2.861 -0.629 0.062
H -1.379 2.384 0.655 0.050
H 0.324 1.338 2.072 0.002
H 1.486 2.230 0.934 0.009
H -0.274 -1.443 -1.604 0.024
H 1.331 -2.061 -2.129 0.035
H 0.101 -0.281 -3.640 0.110
H 0.496 0.983 -2.415 0.088
H 2.040 -0.203 -4.353 0.079
H 1.443 -2.671 2.278 -0.010
H 0.076 -1.525 2.579 0.040
H -0.094 -3.370 0.036 0.081
H -0.577 -3.948 1.725 0.094
H -1.563 -1.237 0.729 0.084
H -2.316 -2.382 1.933 0.113
H -3.433 -3.682 0.457 0.120
H -2.211 -3.663 -0.856 0.125
H -2.367 -0.296 -0.954 0.087
H -4.543 0.966 -2.195 0.067
H -6.524 -1.096 -2.356 0.066
H -5.421 -3.367 -1.134 0.101
H 4.115 0.670 0.075 0.015
H 3.976 -0.192 1.646 0.035
H 4.984 -2.189 0.873 0.070
H 4.897 -2.854 -1.669 0.056
H 3.349 -3.117 -0.745 0.071
H 3.573 -1.671 -1.937 0.056
C -5.607 5.455 -1.564 -0.012
C -5.661 3.950 -1.626 -0.544
O -4.799 3.293 -2.188 0.027
N -6.711 3.325 -1.029 0.010
C -7.823 3.922 -0.319 -0.081
H -4.716 5.804 -2.081 0.082
H -6.483 5.883 -2.056 0.080
H -5.557 5.787 -0.525 0.085
H -6.679 2.319 -1.111 0.136
H -7.830 3.535 0.702 0.083
H -8.750 3.628 -0.817 0.078
H -7.756 5.006 -0.292 0.071
C 3.440 -4.894 2.221 -0.001
C 2.340 -5.347 3.146 -0.536
O 1.477 -4.584 3.547 0.035
N 2.330 -6.656 3.534 -0.003
C 3.259 -7.705 3.168 -0.088
H 3.315 -3.835 2.003 0.065
H 4.414 -5.037 2.694 0.087
H 3.394 -5.448 1.281 0.089
H 1.566 -6.885 4.151 0.135
H 2.702 -8.506 2.676 0.079
H 3.715 -8.099 4.080 0.078
H 4.038 -7.347 2.502 0.072
C 5.050 1.023 -3.880 -0.027
C 6.278 1.272 -4.713 -0.548
O 6.720 0.439 -5.493 0.015
N 6.905 2.475 -4.576 -0.005
C 6.541 3.579 -3.713 -0.084
H 4.662 0.030 -4.093 0.076
H 5.300 1.075 -2.818 0.044
H 4.277 1.755 -4.122 0.084
H 7.719 2.573 -5.163 0.132
H 6.362 4.460 -4.334 0.077
H 7.376 3.784 -3.040 0.079
H 5.652 3.364 -3.128 0.077
C -3.495 2.657 4.018 -0.009
C -3.285 4.069 3.536 -0.558
O -4.116 4.652 2.852 0.011
N -2.132 4.696 3.882 0.002
C -1.034 4.186 4.674 -0.077
H -4.456 2.291 3.663 0.082
H -2.711 2.007 3.625 0.085
H -3.497 2.631 5.109 0.082
H -2.065 5.637 3.523 0.137
H -0.905 4.837 5.542 0.078
H -0.131 4.221 4.062 0.085
H -1.205 3.167 5.009 0.075
```

Properties
Electronic energy ... -121810.4038 eV
LUMO level ... 2.352 eV
Multiplicity ... 1
ΔE to the lowest compared entry with this formula, charge and spin ... 0.000 eV
Charge ... -1
Gap between HOMO and LUMO ... 6.72 eV


3.
A cluster of 6 separate species, C27H56O7S5 in total in a non-equilibrium geometry. Source: the Open Molecules 2025 dataset; level of theory: ωB97M-V/def2-TZVPD.

Geometry as XYZ:
```
95
Properties=species:S:1:pos:R:3:lowdin_charge:R:1
C 6.602 -2.884 1.240 -0.109
C 6.594 -1.450 0.649 -0.251
C 7.604 -0.505 1.333 -0.224
C 7.241 -0.145 2.784 -0.215
C 6.035 0.813 2.925 -0.199
C 6.063 2.043 1.986 -0.191
C 4.995 1.935 0.866 -0.204
C 3.598 2.452 1.298 -0.197
C 2.523 1.407 0.897 -0.206
C 1.201 1.570 1.678 -0.177
C -0.073 1.229 0.850 -0.113
C -0.697 -0.077 1.305 -0.146
C -1.069 -0.334 2.533 0.044
C -1.633 -1.693 2.859 -0.379
O -2.462 -1.861 3.687 0.127
C -1.019 -2.824 2.064 0.004
C -0.653 -2.597 0.834 0.017
C -0.935 -1.199 0.325 -0.336
O -1.359 -1.026 -0.770 0.123
H 6.689 -3.587 0.403 0.063
H 5.647 -3.120 1.719 0.065
H 7.451 -3.082 1.900 0.067
H 6.940 -1.538 -0.390 0.099
H 5.586 -1.033 0.588 0.081
H 7.830 0.362 0.703 0.101
H 8.543 -1.080 1.380 0.106
H 8.127 0.320 3.233 0.085
H 7.016 -1.072 3.329 0.104
H 6.065 1.196 3.947 0.056
H 5.097 0.245 2.858 0.112
H 7.054 2.272 1.582 0.102
H 5.770 2.912 2.590 0.103
H 4.889 0.901 0.529 0.073
H 5.357 2.515 0.007 0.108
H 3.526 2.617 2.381 0.109
H 3.374 3.410 0.815 0.112
H 2.912 0.400 1.093 0.103
H 2.401 1.495 -0.190 0.116
H 1.249 0.937 2.568 0.106
H 1.119 2.616 1.996 0.109
H 0.119 1.169 -0.226 0.099
H -0.802 2.028 1.026 0.121
H -0.979 0.410 3.321 0.137
H -0.874 -3.802 2.515 0.122
H -0.201 -3.345 0.194 0.123
C -2.080 2.576 -2.888 -0.265
S -0.571 1.790 -3.463 0.784
O 0.413 2.870 -3.755 -0.564
C -1.242 1.232 -5.036 -0.258
H -1.885 3.033 -1.919 0.046
H -2.393 3.345 -3.595 0.059
H -2.857 1.820 -2.783 0.014
H -1.604 2.089 -5.606 0.059
H -2.055 0.526 -4.856 0.036
H -0.446 0.736 -5.588 0.050
C -6.546 -0.303 -3.282 -0.266
S -4.757 -0.415 -3.322 0.805
O -4.387 -1.195 -4.542 -0.563
C -4.602 -1.511 -1.911 -0.260
H -6.872 0.317 -4.116 0.017
H -6.981 -1.299 -3.379 0.052
H -6.861 0.155 -2.342 0.057
H -5.161 -2.430 -2.094 0.048
H -4.980 -1.013 -1.018 0.020
H -3.548 -1.749 -1.776 0.035
C -9.280 0.762 -8.204 -0.274
S -8.804 -0.305 -6.837 0.811
O -8.449 0.578 -5.691 -0.561
C -7.262 -0.874 -7.568 -0.262
H -10.212 1.259 -7.940 0.048
H -8.505 1.509 -8.377 0.059
H -9.431 0.159 -9.100 0.052
H -6.618 -0.021 -7.781 0.062
H -7.478 -1.425 -8.484 0.053
H -6.768 -1.533 -6.855 0.048
C 9.032 2.025 7.216 -0.267
S 7.978 1.032 6.147 0.805
O 6.717 1.793 5.953 -0.539
C 7.642 -0.256 7.358 -0.262
H 9.330 2.915 6.667 0.051
H 8.481 2.315 8.111 0.058
H 9.918 1.450 7.487 0.053
H 7.182 0.182 8.245 0.058
H 8.573 -0.757 7.624 0.053
H 6.958 -0.974 6.909 0.051
C -8.814 -1.370 1.380 -0.268
S -7.298 -2.147 0.801 0.831
O -6.326 -1.057 0.508 -0.560
C -7.973 -2.710 -0.770 -0.266
H -8.613 -0.912 2.346 0.051
H -9.130 -0.605 0.670 0.059
H -9.590 -2.128 1.490 0.053
H -8.347 -1.858 -1.338 0.051
H -8.776 -3.422 -0.583 0.056
H -7.177 -3.199 -1.328 0.038
```

Properties
Electronic energy ... -97410.3427 eV
LUMO level ... -0.344 eV
Multiplicity ... 1
Gap between HOMO and LUMO ... 8.03 eV


> Which value of gap between HOMO and LUMO does entry 2 give?

6.72 eV


> Which value of multiplicity does entry 1 give?

1